[1]
{
  "formula": "C5H6N2",
  "method": "wB97M-V/def2-TZVPD",
  "e_homo_ev": -8.71,
  "energy_ha": -303.4676,
  "homo_lumo_gap_ev": 9.7,
  "de_lowest_kcal_mol": 105.7,
  "lumo_energy_ev": 1.0,
  "elements": ["N", "C", "C", "C", "C", "C", "N", "H", "H", "H", "H", "H", "H"],
  "xyz": [[-0.593856, 0.067136, 1.584877], [-0.265224, -1.171121, 1.356550], [0.567971, -1.021494, 0.090106], [-0.425320, -0.669024, -1.050098], [0.056524, 0.756903, -0.880554], [0.135875, 1.144226, 0.546924], [1.201617, 0.365068, 0.022647], [1.303174, -1.799627, -0.107423], [-1.482494, -0.885049, -0.862498], [-0.125372, -1.077534, -2.014200], [0.237114, 1.426974, -1.724227], [-1.009303, 0.657883, 2.272718], [0.399295, 2.205659, 0.765179]],
  "atomic_forces_ev_per_a": [[1.88, 2.87, -2.17], [-0.20, 1.19, 0.05], [0.13, -0.46, 0.10], [-0.08, -0.15, -0.10], [-0.05, -0.11, -0.24], [-0.23, -1.13, 0.69], [0.40, -0.17, -0.40], [-0.23, 0.02, 0.12], [0.16, 0.05, -0.09], [0.01, -0.02, 0.10], [-0.28, 0.06, 0.43], [-0.90, -1.08, 0.98], [-0.61, -1.07, 0.52]],
  "nbo_charge": [-0.5688, 0.1451, -0.1749, -0.4217, -0.1041, -0.0035, -0.3847, 0.2213, 0.2153, 0.2233, 0.2126, 0.4118, 0.2282]
}



[2]
{
  "formula": "C5H2FNO2S2",
  "method": "wB97M-V/def2-TZVPD",
  "e_homo_ev": -1.52,
  "energy_ha": -1293.1449,
  "charge": -2,
  "homo_lumo_gap_ev": 5.2,
  "lumo_energy_ev": 3.7,
  "elements": ["C", "C", "C", "C", "C", "N", "O", "O", "F", "S", "S", "H", "H"],
  "xyz": [[-4.587224, -0.827911, 1.173231], [-3.652020, -0.185786, 0.510321], [-2.855508, -0.847409, -0.535980], [-2.680711, 1.447056, 0.600616], [-1.927048, 0.060401, -1.248157], [-2.003122, 1.288832, -0.674625], [-1.321649, -0.216644, -2.285345], [-5.588200, -0.968944, 1.765487], [-3.462795, 2.657135, 0.560864], [16.552684, -1.269291, 0.599997], [-2.738077, -2.491811, -0.795586], [-1.280913, 1.923701, -0.970853], [15.544587, -0.569333, 1.300029]],
  "atomic_forces_ev_per_a": [[-1.13, 2.50, 0.33], [2.78, 0.29, -2.80], [-0.91, -1.26, 1.88], [-0.01, -0.39, 1.67], [-0.80, 0.46, -1.65], [-0.70, -0.38, 0.16], [0.18, 0.32, 1.15], [0.68, -1.09, -0.05], [0.29, -1.38, -0.89], [-1.02, 0.73, 0.74], [-0.25, 0.47, 0.02], [-0.17, 0.46, 0.19], [1.06, -0.74, -0.74]],
  "nbo_charge": [0.7349, -0.4666, -0.1594, 0.2706, 0.5727, -0.6660, -0.6283, -0.4854, -0.4295, -1.0846, -0.1523, 0.4094, 0.0846]
}